Entry 1:
{
  "formula": "C3H11NOS",
  "method": "wB97M-V/def2-TZVPD",
  "elements": ["C", "C", "S", "H", "H", "H", "H", "H", "H", "N", "C", "O", "H", "H", "H", "H", "H"],
  "coordinates": [[1.902, -1.742, 0.442], [2.530, -0.492, 1.017], [2.076, 1.013, 0.216], [1.952, -1.729, -0.648], [0.800, -1.702, 0.602], [2.018, -2.720, 0.915], [2.438, -0.419, 2.113], [3.608, -0.629, 0.990], [0.760, 1.057, 0.446], [-1.992, 1.676, -1.481], [-2.312, 1.012, -0.199], [-1.949, -0.353, -0.001], [-2.849, 2.129, -1.796], [-1.944, 0.969, -2.224], [-1.794, 1.552, 0.587], [-3.393, 1.104, -0.100], [-1.851, -0.726, -0.877]],
  "forces_ev_per_angstrom": [[-2.8, 0.1, 0.0], [0.7, -1.4, 1.7], [0.4, 0.9, -0.6], [0.6, -0.4, 0.1], [0.3, 0.6, -0.1], [1.3, 0.2, -0.1], [-0.7, 0.0, -0.3], [0.4, 0.5, -0.7], [-0.1, -0.3, 0.2], [-0.1, -1.1, -0.8], [-0.5, 0.3, 0.3], [0.2, 0.8, -0.7], [0.2, 0.4, 0.4], [0.6, 0.0, 0.3], [-0.1, 0.2, 0.2], [-0.1, -0.1, 0.6], [0.0, -0.5, -0.2]],
  "homo_lumo_gap_ev": 9.675,
  "smiles": "CCS.NCO",
  "homo_ev": -8.88,
  "charge": 0
}

Entry 2:
{
  "formula": "C4H15N3O",
  "method": "wB97M-V/def2-TZVPD",
  "elements": ["C", "N", "C", "C", "N", "C", "N", "H", "H", "H", "H", "H", "H", "H", "H", "H", "H", "H", "H", "H", "H", "H", "O"],
  "coordinates": [[0.884, -0.419, 1.685], [0.754, -1.811, 1.259], [0.410, 0.663, 0.637], [1.209, 1.928, 0.777], [0.389, 0.006, -0.719], [-0.530, 0.728, -1.666], [-1.109, -0.024, -2.721], [0.190, -0.321, 2.550], [1.893, -0.190, 2.066], [-0.214, -1.957, 1.005], [1.278, -1.985, 0.394], [-0.665, 0.754, 0.774], [1.426, 2.146, 1.819], [2.129, 1.926, 0.197], [0.681, 2.697, 0.211], [1.341, -0.146, -1.061], [-0.047, 1.682, -1.953], [-1.404, 1.093, -1.122], [-0.471, -0.364, -3.450], [-1.606, -0.871, -2.482], [-2.192, -2.592, 0.824], [-1.775, -1.196, 0.426], [-2.573, -1.747, 0.549]],
  "forces_ev_per_angstrom": [[-0.8, 0.3, 0.2], [0.7, -0.1, 0.1], [0.5, -2.6, -0.9], [-0.4, 0.4, -1.2], [-0.9, 0.8, 0.5], [0.8, 0.2, 1.3], [0.5, -0.6, -2.2], [0.5, 0.1, -0.2], [-0.3, -0.3, -0.4], [0.2, -0.2, 0.0], [-0.2, 0.2, 0.4], [-0.1, 0.8, 0.6], [-0.2, 0.4, 0.1], [0.4, -0.7, 0.3], [-0.3, 0.6, 0.7], [-0.3, 0.3, -0.3], [-0.2, -0.6, -0.8], [0.3, -0.2, 0.7], [0.1, 0.7, 0.5], [-0.1, 0.2, 0.9], [-0.2, -0.1, 0.0], [-0.5, 0.0, -0.2], [0.5, 0.2, 0.0]],
  "homo_lumo_gap_ev": [2.570, 9.340],
  "spin_multiplicity": 2,
  "homo_ev": [1.26, -5.35],
  "charge": -1
}

Entry 3:
{
  "formula": "C3H13N2Si",
  "method": "wB97M-V/def2-TZVPD",
  "elements": ["C", "C", "C", "N", "N", "Si", "H", "H", "H", "H", "H", "H", "H", "H", "H", "H", "H", "H", "H"],
  "coordinates": [[-0.953, -1.983, -0.428], [-2.000, 2.179, 0.197], [-0.585, 0.347, 0.045], [-0.230, -0.908, -0.408], [-1.857, 0.728, 0.566], [3.651, -0.751, -0.116], [-1.979, -1.829, -0.159], [3.200, -0.036, 1.228], [-0.550, -2.945, -0.734], [-1.186, 2.243, -0.582], [-3.046, 2.359, -0.179], [-1.845, 2.905, 1.104], [0.210, 0.901, 0.456], [0.617, -0.927, -0.975], [-2.499, 0.228, 0.024], [-2.018, 0.601, 1.593], [2.577, -0.104, -1.024], [3.290, -2.225, -0.121], [5.202, -0.782, -0.487]],
  "forces_ev_per_angstrom": [[-3.8, -4.2, 0.2], [-0.3, 2.0, 0.4], [1.5, -0.9, 0.2], [3.9, 3.8, -0.8], [0.5, 0.6, 1.3], [-0.1, -0.1, 0.5], [-0.5, -0.7, -0.1], [0.9, -0.9, -1.2], [-0.2, 0.4, 0.3], [-1.3, 0.9, 0.7], [1.2, -0.2, 0.2], [0.0, -1.7, -1.7], [0.8, 0.9, 0.4], [-0.1, 0.4, 0.3], [-1.9, -1.2, -0.5], [0.1, -0.3, -0.8], [1.1, -0.3, 0.1], [0.0, 0.7, 0.2], [-1.9, 0.6, 0.3]],
  "homo_lumo_gap_ev": [6.549, 9.321],
  "spin_multiplicity": 3,
  "homo_ev": [-9.97, -14.39],
  "charge": 1
}